A gas-phase ion, C7H12N3O2 (charge +1) in a non-equilibrium geometry. Source: the OMol25 dataset; level of theory: ωB97M-V/def2-TZVPD.

Lowest unoccupied orbital energy ... -3.719 eV
SMILES string ... C/C(O)=N/N1CC[N+](=C=O)CC1
DFT total energy ... -16008.7949 eV
Maximum force ... 0.1098 Eh/bohr
Energy relative to the best compared isomer or geometry (same formula, charge and spin) ... 3.150 eV
HOMO-LUMO gap ... 8.8 eV

Geometry as ORCA input:
```
! wB97M-V def2-TZVPD RIJCOSX def2/J DEFGRID3
* xyz 1 1
H -2.339 2.390 0.063
C 1.976 -0.119 1.199
H 2.051 0.480 2.087
H -2.502 -1.765 -0.414
N 1.740 0.826 -0.013
N 0.027 -1.071 0.043
C 0.821 1.706 -0.178
H 0.221 -1.285 2.138
H 1.369 0.615 -2.139
H -0.025 -0.991 -1.932
H 2.891 -0.160 -1.449
H 1.281 -2.112 -1.356
H -3.769 1.537 -0.193
C 0.689 -1.081 -1.224
C 1.751 0.050 -1.259
C -2.077 0.127 0.084
C 0.911 -1.248 1.197
H -3.044 1.693 1.450
O -2.889 -0.868 -0.295
H 2.957 -0.568 0.967
O 0.253 2.609 -0.532
H 1.373 -2.276 1.123
N -0.826 0.116 0.281
C -2.840 1.394 0.352
*
```

Atom charges from the natural (NBO) analysis, given in e for atoms 1 to 8: atom 1 (H): 0.251, atom 2 (C): -0.211, atom 3 (H): 0.248, atom 4 (H): 0.518, atom 5 (N): -0.455, atom 6 (N): -0.321, atom 7 (C): 1.040, atom 8 (H): 0.251



A molecular structure, C7H12N5 in a non-equilibrium geometry. Source: the OMol25 dataset; level of theory: ωB97M-V/def2-TZVPD.

Lowest unoccupied orbital energy (alpha / beta) ... -4.523 / -4.522 eV
DFT total energy ... -14890.4979 eV
Maximum force ... 0.2256 Eh/bohr
Energy relative to the best compared isomer or geometry (same formula, charge and spin) ... 6.490 eV
HOMO-LUMO gap (alpha / beta) ... 5.4 / 5.4 eV

Geometry as ORCA input:
```
! wB97M-V def2-TZVPD RIJCOSX def2/J DEFGRID3
* xyz 1 1
N -3.310 -0.455 1.826
N 1.119 0.148 -0.999
H -3.796 -1.313 1.899
H 3.814 -1.479 -2.153
C 2.076 -0.825 -1.270
H -1.366 -0.625 0.888
C -0.895 1.940 1.854
N 3.195 -0.626 -2.081
H 0.584 3.296 -0.170
H 1.673 1.836 -1.822
H -3.890 0.059 1.186
H 2.101 -2.825 -0.893
H -0.395 -2.401 0.611
C 0.429 -1.855 0.137
C 1.545 -1.949 -0.632
H 3.248 0.048 -2.781
C 0.377 -0.523 -0.145
C 1.162 1.497 -0.989
N -0.340 1.874 0.844
H -1.550 1.753 2.665
H -1.735 0.368 -0.594
N -1.067 -0.064 0.009
H -3.408 -0.078 2.765
C 0.428 2.197 -0.157
*
```

Atom charges from the natural (NBO) analysis, given in e for atoms 1 to 8: atom 1 (N): -1.086, atom 2 (N): -0.393, atom 3 (H): 0.377, atom 4 (H): 0.422, atom 5 (C): 0.314, atom 6 (H): 0.425, atom 7 (C): 0.374, atom 8 (N): -0.830



A gas-phase ion, C7H12NO (charge +1) in a non-equilibrium geometry. Source: the OMol25 dataset; level of theory: ωB97M-V/def2-TZVPD.

Lowest unoccupied orbital energy ... -4.714 eV
DFT total energy ... -10979.5855 eV
Maximum force ... 0.0819 Eh/bohr
Energy relative to the best compared isomer or geometry (same formula, charge and spin) ... 4.839 eV
HOMO-LUMO gap ... 7.5 eV

Geometry as ORCA input:
```
! wB97M-V def2-TZVPD RIJCOSX def2/J DEFGRID3
* xyz 1 1
H 0.392 -1.381 0.818
H -3.727 -0.423 2.058
H -0.339 0.827 1.328
H 1.160 0.184 -1.209
C 1.162 0.203 -0.118
C 0.102 2.506 -0.117
H 1.593 -3.159 -0.354
H 2.163 -1.845 -1.395
H 2.090 0.630 0.160
H -0.853 2.977 0.235
C -3.179 -0.369 1.080
H 0.251 2.363 -1.218
H -3.732 -1.230 -1.059
H 0.404 -2.221 -1.254
O -1.170 0.381 -0.477
C 1.348 -2.156 -0.684
C -2.250 0.057 0.092
C -3.426 -0.614 -0.212
N 1.263 -1.204 0.314
H 1.002 2.621 0.524
C -0.088 0.934 0.289
*
```

Atom charges from the natural (NBO) analysis, given in e for atoms 1 to 8: atom 1 (H): 0.323, atom 2 (H): 0.306, atom 3 (H): 0.189, atom 4 (H): 0.200, atom 5 (C): -0.269, atom 6 (C): -0.605, atom 7 (H): 0.220, atom 8 (H): 0.202